one:
{"formula": "C3H13N2O2S", "method": "ωB97M-V/def2-TZVPD", "species": ["N", "C", "C", "S", "C", "N", "H", "H", "H", "H", "H", "H", "H", "H", "H", "H", "H", "O", "H", "H", "O"], "positions_angstrom": [[0.53, 2.40, -0.53], [0.75, 0.94, -0.24], [-0.58, 0.16, -0.28], [-0.86, -0.44, -2.00], [1.52, 1.00, 1.10], [2.91, 1.40, 0.99], [0.46, 2.61, -1.51], [-0.22, 2.81, 0.02], [1.36, 0.55, -1.04], [-0.44, -0.71, 0.38], [-1.41, 0.73, 0.14], [1.03, 1.46, 1.95], [1.48, -0.09, 1.38], [2.94, 2.32, 0.57], [3.43, 0.71, 0.50], [1.62, -2.26, -0.86], [0.24, -2.48, -0.90], [1.03, -3.02, -0.72], [-5.81, -2.58, 0.94], [-4.61, -2.50, -0.08], [-5.37, -3.01, 0.20]], "lowdin_charge": [0.009, -0.497, -0.718, 0.169, -0.292, -0.014, 0.042, 0.052, 0.081, 0.024, 0.039, 0.099, 0.106, 0.046, 0.042, 0.008, -0.058, -0.131, 0.026, 0.033, -0.064], "lumo_ev": 3.31, "homo_ev": -3.07, "charge": -1}

***

two:
{"formula": "C3H13N2O2S", "method": "ωB97M-V/def2-TZVPD", "species": ["N", "C", "C", "S", "C", "N", "H", "H", "H", "H", "H", "H", "H", "H", "H", "H", "H", "O", "H", "H", "O"], "positions_angstrom": [[-0.21, 0.29, -0.91], [1.13, -0.15, -0.50], [1.09, -1.52, 0.15], [0.35, -2.80, -0.96], [1.75, 0.89, 0.45], [1.49, 2.29, 0.15], [-0.45, -0.20, -1.77], [-0.87, -0.13, -0.25], [1.76, -0.26, -1.40], [2.10, -1.87, 0.40], [0.51, -1.48, 1.07], [1.42, 0.69, 1.47], [2.84, 0.78, 0.48], [0.48, 2.41, 0.09], [1.86, 2.53, -0.76], [-2.51, 2.08, 0.23], [-2.67, 1.78, -1.25], [-3.17, 2.05, -0.47], [-2.34, -2.73, 0.53], [-2.03, -2.55, 1.98], [-2.50, -2.11, 1.27]], "lowdin_charge": [0.004, -0.515, -0.725, 0.117, -0.282, -0.032, 0.033, 0.050, 0.119, 0.035, 0.031, 0.100, 0.103, 0.032, 0.054, 0.021, 0.022, -0.079, -0.001, 0.020, -0.109], "lumo_ev": 3.71, "homo_ev": -2.86, "charge": -1}

***

The data favor two; the next most stable structure lies 41.4 kJ/mol above it.

***

one:
{"formula": "H2IO", "method": "ωB97M-V/def2-TZVPD", "species": ["O", "H", "H", "I"], "positions_angstrom": [[0.56, 0.49, -0.94], [1.36, -0.07, -0.83], [-0.06, 0.16, -0.25], [-1.85, -0.59, 2.01]], "lowdin_charge": [-0.148, 0.030, -0.086, -0.796], "lumo_ev": 3.89, "homo_ev": -3.52, "charge": -1}

***

two:
{"formula": "H2IO", "method": "ωB97M-V/def2-TZVPD", "species": ["O", "H", "H", "I"], "positions_angstrom": [[-1.01, 0.04, 0.83], [-0.38, 0.12, 0.08], [-0.46, -0.30, 1.58], [1.84, 0.14, -2.49]], "lowdin_charge": [-0.126, -0.015, 0.035, -0.895], "lumo_ev": 3.85, "homo_ev": -3.46, "charge": -1}

***

The data favor one; the next most stable structure lies 7.1 kJ/mol above it.

***

one:
{"formula": "C3H13N2Si", "method": "ωB97M-V/def2-TZVPD", "species": ["C", "C", "C", "N", "N", "Si", "H", "H", "H", "H", "H", "H", "H", "H", "H", "H", "H", "H", "H"], "positions_angstrom": [[1.70, -1.46, 1.22], [1.03, 1.72, -1.53], [-0.13, -0.45, -0.13], [0.37, -0.85, 1.00], [0.19, 1.21, -0.35], [-2.96, -0.63, 0.11], [1.57, -2.14, 2.17], [2.06, -2.03, 0.39], [2.45, -0.69, 1.27], [0.33, 1.45, -2.47], [1.43, 2.76, -1.58], [2.01, 1.29, -1.57], [0.18, -0.98, -1.05], [-0.12, -0.61, 1.79], [-0.73, 1.63, -0.41], [0.61, 1.62, 0.58], [-2.81, -0.82, 1.63], [-3.42, -1.61, -0.89], [-3.76, 0.60, -0.17]], "lowdin_charge": [-0.046, -0.049, -0.226, -0.152, -0.026, 0.793, 0.136, 0.069, 0.069, 0.146, 0.091, 0.064, 0.104, 0.073, 0.097, 0.198, -0.091, -0.121, -0.129], "lumo_ev": -4.22, "homo_ev": -12.38, "charge": 1}

***

two:
{"formula": "C3H13N2Si", "method": "ωB97M-V/def2-TZVPD", "species": ["C", "C", "C", "N", "N", "Si", "H", "H", "H", "H", "H", "H", "H", "H", "H", "H", "H", "H", "H"], "positions_angstrom": [[-1.63, -0.98, 0.36], [-0.75, 0.53, -1.50], [-0.59, -0.48, -0.50], [0.70, 0.77, 1.19], [0.33, 0.88, -2.38], [1.89, -0.34, 1.90], [-2.05, -1.85, 0.09], [-1.23, -1.25, 1.27], [-2.54, -0.38, 0.39], [-1.30, 1.50, -1.16], [-1.59, -0.14, -2.00], [0.23, -1.15, -0.76], [0.11, 1.06, 1.93], [1.15, 1.53, 0.82], [0.08, 1.80, -2.88], [0.59, 0.10, -3.04], [1.63, -0.26, 3.43], [3.29, 0.38, 1.57], [1.66, -1.73, 1.29]], "lowdin_charge": [-0.044, -0.308, -0.045, -0.125, 0.008, 0.586, 0.071, 0.075, 0.128, 0.183, 0.202, 0.129, 0.035, 0.009, 0.129, 0.118, -0.051, -0.033, -0.066], "lumo_ev": -5.13, "homo_ev": -14.02, "charge": 1}

***

The data favor two; the next most stable structure lies 178.6 kJ/mol above it.

***

one:
{"formula": "C4H8N2OS", "method": "ωB97M-V/def2-TZVPD", "species": ["C", "C", "S", "N", "O", "H", "H", "H", "H", "H", "C", "C", "N", "H", "H", "H"], "positions_angstrom": [[0.57, -1.16, -2.01], [0.46, 0.28, -1.61], [1.52, 1.47, -2.16], [-0.60, 0.65, -0.94], [-0.85, 1.99, -0.58], [1.65, -1.34, -2.10], [0.18, -1.32, -3.03], [-0.02, -1.84, -1.37], [-1.25, 0.18, -0.31], [-0.07, 2.57, -0.95], [0.17, 0.54, 2.93], [-0.32, -0.43, 2.18], [-0.78, -1.31, 1.41], [1.17, 0.55, 3.24], [-0.47, 1.24, 3.42], [-1.36, -2.07, 1.87]], "lowdin_charge": [-0.100, -0.852, 0.618, -0.073, -0.095, 0.074, 0.084, 0.071, 0.130, 0.058, 0.021, -0.231, 0.100, 0.038, 0.053, 0.106], "lumo_ev": 0.60, "homo_ev": -8.42, "smiles": "CC(=S)NO.C=C=N"}

***

two:
{"formula": "C4H8N2OS", "method": "ωB97M-V/def2-TZVPD", "species": ["C", "S", "C", "C", "N", "O", "C", "N", "H", "H", "H", "H", "H", "H", "H", "H"], "positions_angstrom": [[-2.53, -0.95, 0.69], [-1.95, -0.34, -0.91], [-0.32, 0.21, -0.52], [0.74, -0.79, -0.49], [1.96, -0.51, -0.19], [2.76, -1.65, -0.27], [-0.10, 1.54, -0.30], [1.09, 2.10, 0.00], [-3.53, -1.35, 0.53], [-2.55, -0.15, 1.44], [-1.87, -1.77, 1.09], [0.50, -1.80, -0.73], [3.66, -1.30, -0.03], [-0.94, 2.19, -0.36], [1.90, 1.50, 0.02], [1.18, 3.07, 0.03]], "lowdin_charge": [-0.419, 0.823, -0.578, -0.170, -0.053, -0.080, -0.203, 0.113, 0.020, 0.038, 0.049, 0.106, 0.110, 0.104, 0.066, 0.075], "lumo_ev": 0.87, "homo_ev": -7.94, "smiles": "CSC(/C=N/O)=C/N"}

***

The data favor two; the next most stable structure lies 140.6 kJ/mol above it.